1.
Here is C5H12NP as an isolated structure at a distorted geometry from OMol25. Energies are from ωB97M-V/def2-TZVPD.

```
19
Properties=species:S:1:pos:R:3:forces:R:3:mulliken_charge:R:1
C -1.7265 -0.4132 -0.2718 0.0 -1.2 -3.3 0.9098
C -3.0795 0.2308 -0.3288 -0.7 -1.1 2.2 -1.0526
C -1.7852 -1.9257 -0.2633 3.7 -0.5 -0.1 -1.1814
C 3.3266 1.1673 0.7452 1.6 -2.6 -2.9 -0.8697
C 1.8412 0.7579 0.6990 -0.8 0.8 -1.2 -0.4316
N -0.7814 0.3204 -0.6508 3.4 0.3 0.4 -0.7098
P 1.4340 -0.3626 -0.7650 -2.5 0.6 0.6 0.0218
H -3.0321 1.0178 0.4092 -0.6 0.2 0.4 0.2933
H -3.8433 -0.5800 -0.0522 0.7 1.6 -0.6 0.2942
H -3.2112 0.7331 -1.2550 -0.4 0.0 -1.0 0.3163
H -1.7109 -2.1336 0.7820 -0.9 -1.0 0.9 0.3266
H -0.7510 -2.3367 -0.5907 -1.6 0.8 0.1 0.2605
H -2.5399 -2.4599 -0.8412 -0.3 0.5 0.4 0.3732
H 4.0832 0.5261 1.3051 -1.4 0.3 -0.6 0.2669
H 3.7853 1.1820 -0.3805 -1.1 0.3 2.6 0.2100
H 3.3998 2.0997 1.1721 0.3 2.3 0.7 0.3226
H 1.1310 1.6822 0.6899 1.3 -1.7 0.0 0.3376
H 1.5611 0.0933 1.5020 -0.1 0.1 0.6 0.2748
H 1.8988 0.4009 -1.9054 -0.6 0.2 0.6 0.0374
```
Positions in Å, forces in eV/Å.

Results
Frontier orbital gap (spin up / spin down) in eV: 8.3 / 8.3
E in hartree: -593.6885
Multiplicity: 1

2.
Here is an isolated ion of composition C5H12NS and charge -1 at a distorted geometry from OMol25. Energies are from ωB97M-V/def2-TZVPD.

```
19
Properties=species:S:1:pos:R:3:forces:R:3:mulliken_charge:R:1
C -2.5506 0.9284 0.1407 -0.8 0.0 1.6 -1.1755
C -2.1958 -0.2402 1.0868 -1.5 -1.1 0.4 -0.4967
C -1.7188 -1.5029 0.3619 1.9 0.0 0.9 -0.5399
N -0.2223 -1.5530 0.2705 0.2 1.0 -0.7 -0.4063
C 0.4959 -0.2085 0.1643 -0.2 -1.5 -0.2 -0.3148
C 1.8394 -0.3511 -0.5644 -0.6 1.9 -0.2 -0.7720
S 2.3840 1.4329 -0.7518 0.4 -0.5 -0.1 -0.7225
H -2.3613 1.8216 0.7401 0.4 0.4 -0.7 0.2702
H -2.0892 0.9062 -0.8403 0.4 0.1 0.2 0.4027
H -3.6275 0.9733 -0.0012 -0.3 -0.3 -0.3 0.3663
H -1.6417 0.0757 1.9760 1.0 -0.1 -0.7 0.3581
H -3.0666 -0.6120 1.6808 -0.3 0.5 -0.9 0.3711
H -1.9559 -2.3972 0.9401 -0.4 0.0 0.1 0.3415
H -2.2378 -1.6160 -0.5909 0.0 0.3 -0.3 0.2146
H 0.0686 -1.9748 -0.6077 -0.4 -0.4 0.2 0.2746
H 0.7166 0.1725 1.1529 0.0 0.0 0.3 0.1671
H -0.1267 0.5362 -0.3242 0.2 0.0 -0.2 0.0726
H 2.5404 -0.9162 0.0245 0.3 -0.3 0.3 0.2942
H 1.7990 -0.7856 -1.5733 -0.4 -0.1 0.3 0.2947
```
Positions in Å, forces in eV/Å.

Results
SMILES: CCCNCC[S-]
Total charge: -1
Frontier orbital gap in eV: 5.9
E in hartree: -650.6348
Multiplicity: 1

Energy above the lowest of the compared OMol25 structures with the same formula, charge and spin (computed, kJ/mol): 284.1; 107.6